w | Entry from the Open Molecules 2025 dataset: a 2-piece molecular cluster, C5H9N2O2 overall (ωB97M-V with the def2-TZVPD basis set).

CARTESIAN COORDINATES (ANGSTROEM)
1 C 0.653 1.840 0.848
2 C -0.980 -0.128 0.109
3 C 0.040 0.811 0.359
4 C 2.589 -0.524 -0.619
5 C -3.322 -0.158 -0.043
6 N 0.983 1.494 -0.541
7 N 1.764 -1.200 0.226
8 O -0.790 -1.341 0.124
9 O -2.078 0.564 0.091
10 H 1.106 2.382 1.527
11 H 2.427 -0.665 -1.695
12 H 1.860 0.877 -0.666
13 H 3.438 -0.034 -0.175
14 H -4.169 0.431 0.082
15 H -3.261 -1.097 0.420
16 H -3.266 -0.423 -1.154
17 H 1.889 -0.907 1.120
18 H 1.117 -1.924 -0.013

The LUMO energy (spin up / spin down) comes out at -5.290 / -5.289 eV. The HOMO energy (spin up / spin down) comes out at -13.45 / -13.45 eV. Its charge is +1.



x | Entry from the Open Molecules 2025 dataset: an isolated ion of composition C5H9N2O2 and charge +1 (ωB97M-V with the def2-TZVPD basis set).

CARTESIAN COORDINATES (ANGSTROEM)
1 C 2.519 -0.520 -0.818
2 C 0.468 0.477 0.022
3 C -1.724 -0.075 -0.832
4 C -1.354 -0.177 1.587
5 C -0.959 0.608 0.325
6 N 2.584 0.808 -0.725
7 N 1.171 -0.726 -0.309
8 O 0.655 -1.816 -0.229
9 O 1.417 1.405 -0.303
10 H 3.325 -1.196 -1.090
11 H -2.537 0.580 -1.219
12 H -2.164 -0.936 -0.355
13 H -1.103 -0.487 -1.594
14 H -1.251 0.370 2.535
15 H -0.885 -1.153 1.751
16 H -2.367 -0.322 1.544
17 H -1.224 1.602 0.515
18 H 3.427 1.558 -0.804

Its SMILES is CC(C)c1o[nH+]c[n+]1[O-]. The LUMO energy comes out at -5.321 eV. The HOMO energy comes out at -13.28 eV. Its charge is +1.



y | Entry from the Open Molecules 2025 dataset: an isolated ion of composition C5H9N2O2 and charge +1 (ωB97M-V with the def2-TZVPD basis set).

CARTESIAN COORDINATES (ANGSTROEM)
1 C 1.872 -0.809 0.445
2 C 0.669 -1.533 0.225
3 C 1.868 0.533 0.385
4 C -0.477 -0.984 -0.216
5 C -0.686 0.497 -0.169
6 N -1.262 1.028 -1.360
7 N 0.611 1.196 0.093
8 O -1.585 -1.734 -0.209
9 O -1.381 0.953 1.091
10 H 2.764 -1.361 0.689
11 H 0.813 -2.572 0.238
12 H 2.705 1.229 0.457
13 H -1.711 1.951 -1.312
14 H -1.904 0.435 -1.775
15 H 0.313 1.925 0.727
16 H 0.640 1.638 -0.752
17 H -1.314 -2.682 -0.075
18 H -1.936 0.291 1.519

Its SMILES is N[C@]1(O)[NH2+]C=CC=C1O. The LUMO energy comes out at -4.026 eV. The HOMO energy comes out at -13.02 eV. Its charge is +1.



Ranking the structures above by energy, y is first and the second is 409.3 kJ/mol behind.